No. 1
16
Properties=species:S:1:pos:R:3 method="wB97M-V/def2-TZVPD" e_above_lowest_kcal_mol=100.9 charge=+1 molar_mass_g_mol=110.14 gap_ev="7.67 / 7.67"
N 3.1608 0.4846 0.1843
N -0.2755 2.1119 -0.2545
N 1.5922 -1.1898 -0.3049
C -0.5963 -0.3188 0.3026
C -2.0044 -0.4345 -0.2053
C 0.0536 0.9982 -0.0311
C 0.2749 -1.4428 -0.1980
C 2.0252 -0.0183 -0.2698
H -2.6671 0.3169 0.2137
H 0.1425 2.9301 -0.5164
H -2.5903 -1.3245 0.2549
H 3.8033 0.1654 0.8532
H -1.9194 -0.3943 -1.2480
H 2.9734 1.5022 0.1533
H 0.0117 -2.4423 -0.5120
H -0.4390 -0.0852 1.4019

***

No. 2
16
Properties=species:S:1:pos:R:3 method="wB97M-V/def2-TZVPD" e_above_lowest_kcal_mol=106.5 smiles="[H]/N=C1/C[C@@H]1N=C=[NH+]C" charge=+1 molar_mass_g_mol=110.14 gap_ev=8.61
N 0.8655 -0.0502 0.1045
N -0.0338 -1.8061 -1.3077
N -0.0568 0.9142 3.3919
C -0.6058 -1.4371 -2.5926
C 0.9124 1.0005 0.9560
C 0.0983 1.2607 2.2538
C 0.1985 -0.7839 -0.5690
C -0.2741 1.9885 1.1260
H -0.3243 -2.2574 -3.2821
H 1.9193 1.1839 1.0750
H 0.5928 0.1848 3.8208
H -0.1875 2.9841 0.9675
H -1.6864 -1.3765 -2.6313
H -0.1987 -2.7853 -0.9314
H -1.0821 1.5598 0.4995
H -0.1374 -0.5800 -2.8808